# 1
Formula: C4H12N2O
Source: the Open Molecules 2025 dataset
Level of theory: ωB97M-V/def2-TZVPD

Atoms and positions in Å:
O 0.78449 1.25492 -1.49013
N -2.09888 -1.00533 0.72456
N 0.45470 -1.79838 -0.96705
C 1.06714 0.50496 -0.17680
C 1.08079 1.57763 0.99186
C 0.15085 -0.67436 -0.00990
C -1.26625 -0.29698 -0.14189
H -3.13030 -0.99393 0.50829
H -1.65175 -0.33737 -1.16198
H 2.10448 0.10554 -0.29758
H 0.71513 -1.66992 -2.00836
H 1.39816 0.87676 1.79787
H 0.30847 -1.08836 0.98746
H 1.52265 1.85909 -1.75014
H 0.06764 1.81001 1.36818
H -0.04345 -2.66032 -0.98093
H 1.75689 2.34704 0.93773
H -1.27270 0.78402 0.04529
H -1.94805 -0.59500 1.62351

Forces on the atoms, in the same order (eV/Å):
O 0.3 -0.8 1.0
N -2.5 -1.5 1.0
N 2.3 0.6 -2.2
C 2.1 2.9 -1.9
C -2.3 -5.3 0.9
C 0.2 -1.9 -2.1
C -0.8 2.9 -1.5
H 1.8 0.2 0.3
H 0.5 -0.4 -0.1
H -0.7 0.3 0.2
H -0.6 0.8 2.7
H 0.3 0.7 0.1
H 0.1 0.1 0.1
H -0.7 -1.0 0.8
H 0.4 0.6 -0.8
H -0.8 -0.1 1.0
H 1.3 1.9 -0.6
H -0.4 0.3 0.2
H -0.5 -0.2 0.8

Values from the calculation:
Structure (SMILES)   C[C@H](O)[C@H](N)CN
Relative energy (zero: lowest compared OMol25 entry of this formula, charge and spin)   242.2 kJ/mol

Here are the Mulliken charges for atoms 1 to 4, given in e:
1. O -0.59
2. N -0.62
3. N -0.68
4. C -0.21



# 2
Formula: C4H12N2O
Source: the Open Molecules 2025 dataset
Level of theory: ωB97M-V/def2-TZVPD

Atoms and positions in Å:
O -1.81199 0.33294 0.02937
N 0.15856 -1.29962 0.16350
N 2.71218 0.07113 -0.20603
C -0.22644 0.03974 0.42497
C 1.88863 1.24758 -0.26263
C -2.72090 -0.69353 0.30649
C 0.24900 1.02461 -0.57079
H -3.75261 -0.32967 0.21215
H -0.20716 -1.93845 0.86054
H 2.21204 1.86903 -1.10159
H -2.62159 -1.51493 -0.42718
H 0.14621 0.66536 -1.59766
H -2.57852 -1.10130 1.32178
H 2.70053 -0.32472 0.73196
H -0.19277 -1.58850 -0.74584
H 2.30906 -0.65616 -0.80141
H -0.09538 0.33787 1.46589
H -0.19081 2.01602 -0.44708
H 2.02196 1.84260 0.64355

Forces on the atoms, in the same order (eV/Å):
O 1.4 -0.5 1.2
N -0.6 0.2 0.3
N 0.1 -0.7 0.1
C -3.5 0.3 -1.7
C -2.0 0.5 -1.2
C 0.2 -0.4 0.0
C 4.3 0.6 1.0
H 0.3 0.2 0.1
H 0.1 0.0 0.0
H 0.1 0.1 0.1
H -0.1 0.0 0.3
H -0.1 0.0 0.2
H -0.2 0.0 -0.1
H 0.0 0.0 -0.3
H 0.2 0.0 0.1
H 0.3 0.3 0.3
H -0.1 -0.2 -0.1
H -0.2 -0.4 -0.1
H -0.2 -0.1 0.0

Values from the calculation:
Structure (SMILES)   CO[C@@H](N)CCN
Relative energy (zero: lowest compared OMol25 entry of this formula, charge and spin)   224.1 kJ/mol

Here are the Mulliken charges for atoms 1 to 4, given in e:
1. O -0.40
2. N -0.50
3. N -0.61
4. C 0.06



# 3
Formula: C4H12N2O
Source: the Open Molecules 2025 dataset
Level of theory: ωB97M-V/def2-TZVPD

Atoms and positions in Å:
O 0.57434 1.86675 -1.94482
N 0.29454 0.21309 0.22990
N -1.90420 -1.39864 0.86582
C 1.33159 -0.18721 -0.68664
C -1.32395 -0.57874 1.95109
C 0.13712 -0.28363 1.59454
C 1.06302 0.54489 -2.04261
H 2.02729 0.58516 -2.55248
H 0.61709 0.42364 2.28194
H 2.28239 0.25425 -0.39142
H 0.20978 1.85860 -1.04321
H 0.76245 -1.21644 1.70354
H 1.56449 -1.23207 -0.85500
H -1.78720 -2.41242 0.97877
H -0.61729 0.10661 -0.21143
H 0.35122 -0.10834 -2.57231
H -1.63023 -1.02504 2.90726
H -1.76291 0.43170 2.02284
H -2.91168 -1.47070 1.02278

Forces on the atoms, in the same order (eV/Å):
O 0.0 -0.6 0.8
N -1.7 0.3 0.0
N -1.6 -0.5 0.0
C 0.8 2.1 -0.3
C -0.3 0.3 -0.4
C 2.1 -1.6 0.5
C 0.1 -1.3 0.0
H -0.2 -0.2 -0.3
H -0.4 0.0 0.1
H 0.2 0.0 0.7
H -0.1 0.5 0.0
H -0.6 0.5 0.0
H -0.6 -0.6 0.0
H 1.3 0.4 0.2
H 0.2 -0.3 -0.1
H 0.1 0.4 -0.4
H 1.3 0.1 0.2
H -0.5 -0.4 -0.7
H -0.1 1.0 -0.3

Values from the calculation:
Structure (SMILES)   NCCNCCO
Relative energy (zero: lowest compared OMol25 entry of this formula, charge and spin)   210.2 kJ/mol

Here are the Mulliken charges for atoms 1 to 4, given in e:
1. O -0.54
2. N -0.33
3. N -0.61
4. C -0.49



Q: Which formula does entry 1 have?
A: C4H12N2O